[1]
{
  "formula": "C24H53F7N8O32S5",
  "method": "ωB97M-V with the def2-TZVPD basis set",
  "charge": -2,
  "homo_energy_ha": -0.228,
  "gap_ev": 0.92,
  "e_lumo_ev": -5.30,
  "symbols": ["C", "C", "O", "N", "H", "H", "C", "H", "H", "H", "H", "H", "H", "C", "C", "O", "N", "H", "H", "C", "H", "H", "H", "H", "H", "H", "C", "C", "O", "N", "H", "H", "C", "H", "H", "H", "H", "H", "H", "C", "C", "O", "N", "H", "H", "C", "H", "H", "H", "H", "H", "H", "C", "C", "O", "N", "H", "H", "C", "H", "H", "H", "H", "H", "H", "C", "C", "O", "N", "H", "H", "C", "H", "H", "H", "H", "H", "H", "C", "F", "F", "F", "S", "O", "O", "O", "N", "S", "O", "O", "F", "S", "O", "O", "F", "N", "S", "O", "O", "F", "S", "O", "O", "F", "O", "C", "O", "O", "H", "O", "C", "O", "O", "H", "O", "C", "O", "O", "H", "O", "C", "O", "O", "H", "O", "C", "O", "O", "H"],
  "coordinates": [[3.0309, -0.7597, -3.1425], [3.2927, 0.2211, -2.0480], [4.1760, 1.0548, -2.0696], [2.5844, 0.0521, -0.8848], [2.9629, 0.5307, -0.0845], [8.6378, 2.3116, 0.6327], [1.4042, -0.7647, -0.6072], [2.8930, -1.7831, -2.7403], [3.8297, -0.6155, -3.8910], [2.0199, -0.4979, -3.5551], [1.3228, -1.5248, -1.3735], [0.4909, -0.0681, -0.6583], [1.4452, -1.3030, 0.3179], [-9.4918, 4.4401, 1.7985], [-9.0548, 3.0300, 1.4512], [-9.7683, 2.1809, 0.9237], [-7.7708, 2.7706, 1.8511], [-0.2806, -0.1404, -10.7892], [-7.0882, 3.4524, 2.1385], [-7.1462, 1.4407, 1.6819], [-10.1290, 4.8547, 0.9956], [-8.6497, 5.1087, 2.0317], [-10.1533, 4.3478, 2.6324], [-7.6975, 0.6282, 1.2245], [-6.7004, 1.0960, 2.6318], [-6.1915, 1.5238, 1.1418], [2.2109, 3.8925, -0.7400], [2.1098, 5.3858, -0.8540], [1.4238, 6.0028, -1.6379], [2.9039, 6.0216, 0.1035], [3.5106, 5.4706, 0.7145], [1.2658, 4.1108, -10.4134], [2.7636, 7.4953, 0.3113], [2.8418, 3.4225, -1.4986], [1.1883, 3.5540, -0.9354], [2.5387, 3.5909, 0.2374], [1.8738, 7.9176, -0.1430], [3.6536, 8.0552, 0.0400], [2.5740, 7.7712, 1.4057], [-3.8506, 0.0704, 6.8888], [-3.8004, -0.6860, 5.6005], [-4.7404, -0.5308, 4.8179], [-2.7577, -1.4744, 5.2817], [-7.2162, -0.1078, -1.9304], [-2.7194, -1.7673, 4.3153], [-1.7636, -1.8729, 6.1800], [-4.6634, -0.3369, 7.4865], [-4.2107, 1.1080, 6.6963], [-2.9529, 0.2690, 7.4092], [-2.1540, -2.6628, 6.7614], [-1.4690, -1.1047, 6.8844], [-0.9410, -2.3724, 5.6351], [8.0948, -1.5493, 3.2657], [7.7520, -1.5996, 4.7402], [8.6148, -1.3357, 5.5458], [6.4444, -1.9637, 5.0612], [5.7679, -1.7786, 4.3343], [3.4620, 2.8733, 5.1051], [6.0534, -2.1244, 6.4293], [8.8757, -0.8889, 3.1055], [7.2114, -1.4186, 2.6166], [8.4316, -2.5424, 3.0874], [6.9738, -2.3634, 7.0352], [5.3210, -2.8897, 6.3124], [5.6220, -1.3334, 6.9587], [-1.5594, -6.4181, -4.0995], [-2.0713, -6.2157, -2.6578], [-3.1952, -6.5381, -2.2612], [-1.1943, -5.5397, -1.8878], [-0.1632, -5.3237, -2.0139], [2.2126, -2.6144, 2.6883], [-1.5571, -5.4739, -0.4538], [-2.4230, -6.0268, -4.6505], [-1.6085, -7.4742, -4.2399], [-0.6417, -5.9086, -4.2302], [-2.5832, -5.1932, -0.3310], [-1.0449, -4.5224, -0.1095], [-1.3515, -6.3483, 0.1058], [4.2330, -5.6764, -3.0278], [5.4454, -5.5466, -2.4760], [4.1931, -4.8029, -4.0127], [4.1292, -6.9206, -3.4972], [2.8833, -5.3097, -1.7815], [3.1284, -3.8768, -1.3987], [1.7181, -5.6226, -2.5821], [3.0705, -6.2050, -0.6672], [0.9964, 0.6331, 7.8029], [1.7282, 0.4097, 6.4568], [1.8246, -0.9748, 6.1303], [2.8452, 1.2860, 6.2769], [0.6399, 0.9421, 5.3910], [0.5083, 1.9612, 8.5081], [0.5913, 3.1184, 7.6957], [0.8445, 1.9249, 9.8949], [-1.0793, 1.6193, 8.5301], [-5.7741, 1.7152, -10.3287], [-5.4296, 3.1222, -11.0058], [-5.7424, 4.1095, -10.0682], [-5.6874, 3.2655, -12.3696], [-3.7508, 3.1385, -11.0560], [-5.8095, 0.3936, -11.3442], [-4.6075, 0.0811, -12.0739], [-6.9900, 0.2824, -12.0869], [-5.8427, -0.8396, -10.3042], [-1.8553, 1.3471, -11.0323], [-0.5995, 1.5769, -11.4338], [-0.2557, 2.5597, -11.9715], [0.2504, 0.6253, -11.0121], [-2.2649, 2.1717, -11.3886], [6.6207, 2.5018, -0.5762], [6.8302, 1.8270, 0.5633], [7.9257, 2.2081, 1.2805], [6.0513, 1.0911, 1.1583], [5.9014, 1.9453, -1.0591], [2.7684, -4.4626, 2.0052], [1.6688, -4.4327, 2.8947], [1.0734, -5.3552, 3.4248], [1.4961, -3.1427, 3.2149], [2.7816, -5.3890, 1.6888], [3.8022, 1.8977, 3.0465], [3.3292, 3.1801, 3.2439], [3.0770, 3.5292, 4.5280], [3.1335, 3.9858, 2.4062], [4.1376, 1.6860, 2.1547], [-9.0521, 1.0658, -1.6195], [-7.8285, 1.6967, -1.6076], [-7.6869, 2.8535, -1.3698], [-6.8343, 0.8472, -1.8382], [-9.5684, 1.6608, -0.9891]],
  "atomic_forces_ev_per_a": [[-1.21, 0.37, -0.52], [-0.53, -1.30, 1.95], [1.10, 0.95, -0.41], [-0.03, -0.33, 0.26], [0.08, 0.36, -0.19], [0.18, 0.49, 0.24], [-0.95, 1.51, -1.54], [0.62, 0.43, -0.32], [-0.60, -0.45, 0.29], [0.89, -0.18, -0.10], [-0.20, -0.10, -0.17], [1.04, -1.29, 0.28], [0.22, 0.07, 0.67], [-0.24, 0.07, -1.09], [1.43, 0.33, 0.27], [0.05, 0.46, 0.15], [-0.37, -1.96, -0.66], [-0.16, -0.45, 0.40], [-0.64, 0.42, -0.02], [1.95, 0.24, 0.71], [0.56, -0.18, 0.19], [-0.40, -0.27, -0.10], [-0.31, 0.05, 0.84], [-0.66, 0.49, 0.07], [-0.91, -0.01, 0.11], [-0.49, 0.35, -0.60], [-0.88, -0.27, -0.92], [1.70, 0.41, 1.47], [-0.29, -0.02, -0.25], [-0.80, 1.50, -0.58], [-0.69, 0.35, -0.19], [-0.43, -0.50, -0.41], [-0.11, -0.52, 2.08], [0.06, 0.27, -0.03], [0.16, -0.29, 0.16], [0.05, -0.13, 0.37], [0.14, -0.45, -0.71], [0.09, -0.05, -0.38], [0.49, -0.88, -1.09], [-1.17, 1.34, -0.14], [-0.93, 0.68, -1.00], [0.25, -0.20, -0.10], [-0.89, 1.04, -1.03], [0.88, 2.58, 0.23], [-0.17, -0.08, 0.21], [1.58, -1.07, 0.20], [0.32, -0.30, 0.38], [0.08, -0.78, -0.46], [1.01, -0.55, 0.78], [-0.46, -1.13, 1.13], [0.54, 0.25, -0.30], [-0.02, 0.90, 0.33], [-2.58, -1.29, 0.54], [-1.24, 0.72, -0.58], [0.18, -0.34, 0.89], [2.26, 1.35, -1.00], [-0.07, -0.21, 0.31], [-0.18, -0.90, 0.86], [1.43, -1.43, 0.01], [1.25, 1.42, -0.41], [0.49, 0.32, 0.21], [0.54, -0.95, -0.50], [-1.04, -0.38, -0.79], [-0.48, -0.98, 1.12], [-0.80, 1.84, 0.20], [-2.88, 0.18, 1.60], [0.47, 0.34, -1.02], [1.04, -0.05, -0.48], [0.60, 0.00, 2.54], [-1.64, -0.90, -0.86], [-1.95, -1.32, 1.42], [0.79, 3.41, -0.95], [0.58, 0.19, -0.50], [0.64, -0.79, -0.43], [0.89, 0.15, -0.52], [-0.78, -0.33, -0.21], [-0.04, -1.49, 0.26], [0.52, -0.79, 0.53], [0.06, 0.12, 1.42], [0.21, -0.21, 0.30], [-0.37, 0.26, -0.93], [-0.08, 0.03, -0.23], [1.02, 2.25, 1.01], [-0.76, -2.43, -1.29], [-0.62, 0.57, -0.24], [0.28, -0.35, 0.12], [-0.07, -0.36, 0.63], [-1.15, 0.91, -0.12], [0.33, 0.14, 0.26], [0.42, -0.18, -0.29], [0.38, -0.03, 0.09], [-0.50, -2.03, -0.43], [0.19, 0.73, 0.14], [0.05, 0.53, -0.33], [0.43, 0.28, 0.01], [0.43, -1.50, -1.39], [1.31, -2.10, 1.11], [-0.20, 1.37, 0.96], [-0.80, 0.15, -2.02], [-0.73, 0.05, 0.41], [2.30, -0.40, 0.50], [0.06, 0.95, 0.67], [-2.03, 0.19, -0.38], [-0.31, 1.52, 0.03], [1.07, 0.90, -1.31], [-1.01, -3.54, 3.29], [1.67, 3.58, -1.66], [-0.05, 0.47, -0.78], [-1.15, -0.69, 0.58], [-0.83, -2.38, -0.54], [-1.53, 0.01, 3.11], [0.20, -0.29, -1.75], [0.49, 0.74, -1.85], [0.90, 1.29, 0.66], [-2.28, -1.59, 1.12], [1.35, -0.14, 0.68], [1.11, 1.57, -1.70], [1.32, 1.03, -1.33], [0.42, 0.43, -0.32], [-0.51, 0.91, 1.08], [0.42, -1.10, 1.62], [0.65, -0.74, -1.59], [-0.11, 0.97, -2.19], [-0.11, 0.78, 0.24], [0.36, 1.40, 1.06], [-1.25, -0.94, 0.17], [0.36, 0.51, -0.01], [-0.59, -2.55, -0.53], [0.28, -1.00, -0.75]]
}

[2]
{
  "formula": "C24H53IN3O6",
  "method": "ωB97M-V with the def2-TZVPD basis set",
  "charge": -1,
  "homo_energy_ha": -0.097,
  "gap_ev": 4.83,
  "e_lumo_ev": 2.19,
  "symbols": ["C", "C", "C", "O", "C", "C", "I", "C", "C", "C", "C", "N", "C", "C", "C", "O", "H", "H", "H", "H", "H", "H", "H", "H", "H", "H", "H", "H", "H", "H", "H", "H", "H", "H", "H", "H", "H", "H", "H", "C", "O", "C", "C", "N", "C", "C", "O", "C", "H", "H", "H", "H", "H", "H", "H", "H", "H", "H", "H", "H", "H", "H", "H", "C", "O", "C", "C", "N", "C", "C", "O", "C", "H", "H", "H", "H", "H", "H", "H", "H", "H", "H", "H", "H", "H", "H", "H"],
  "coordinates": [[0.8283, -0.3103, 3.0862], [1.6314, -0.2043, 1.7826], [1.8469, -1.5636, 1.0701], [1.3791, -2.6166, 1.8694], [1.2769, -3.9134, 1.1841], [-0.0985, -4.4138, 0.8891], [-0.9840, -4.9319, 2.8580], [-0.9173, -3.3163, 0.2262], [-2.3190, -3.7225, -0.2650], [-3.5928, -3.1950, 0.4662], [-3.4415, -2.4591, 1.8046], [-4.3548, -1.2814, 1.8963], [-4.1714, -0.6208, 3.1927], [-4.1317, -0.3507, 0.8315], [-2.7144, 0.0269, 0.4724], [-5.0638, 0.1189, 0.2188], [-0.1222, -0.8284, 2.9387], [0.6098, 0.6987, 3.4600], [1.3863, -0.8502, 3.8526], [1.1056, 0.4824, 1.1104], [2.6121, 0.2184, 2.0150], [2.9236, -1.6986, 0.8649], [1.3301, -1.5535, 0.0983], [1.8110, -3.8255, 0.2225], [1.8158, -4.6216, 1.8217], [-0.9495, -2.3833, 0.8094], [-0.3052, -3.0809, -0.6618], [-2.4272, -3.4201, -1.3157], [-2.3261, -4.8173, -0.2723], [-4.2592, -4.0488, 0.6272], [-4.1511, -2.5385, -0.2130], [-2.4079, -2.1737, 2.0216], [-3.7432, -3.1105, 2.6282], [-4.1287, -1.3890, 3.9673], [-3.2344, -0.0456, 3.2621], [-5.0068, 0.0562, 3.3886], [-2.2191, -0.8106, -0.0265], [-2.7559, 0.8721, -0.2192], [-2.1192, 0.3001, 1.3458], [-3.9130, -1.2301, -3.6457], [-5.1334, -0.5181, -3.6371], [-5.0846, 0.7076, -2.9114], [-5.2799, 1.8836, -3.8415], [-4.1462, 2.0426, -4.7438], [-4.3381, 3.0264, -5.7989], [-5.4281, 2.7629, -6.8320], [-5.1736, 1.6499, -7.6675], [-5.6133, 0.3997, -7.1693], [-4.1007, -2.1889, -4.1265], [-3.1276, -0.7037, -4.2020], [-3.5538, -1.4162, -2.6285], [-4.1415, 0.7907, -2.3675], [-5.8850, 0.6933, -2.1718], [-5.3852, 2.7946, -3.2445], [-6.2271, 1.7234, -4.3773], [-3.9340, 1.1454, -5.1611], [-3.3919, 3.1262, -6.3374], [-4.5411, 3.9961, -5.3310], [-5.4736, 3.6320, -7.4945], [-6.4165, 2.6630, -6.3670], [-6.5125, 0.5063, -6.5567], [-4.8461, -0.1045, -6.5758], [-5.8459, -0.2304, -8.0281], [8.1221, 4.5504, 3.0231], [8.6465, 3.3440, 2.5120], [9.0545, 2.4105, 3.5041], [8.1722, 1.1824, 3.4956], [6.8309, 1.4966, 3.9617], [5.8680, 0.4063, 3.8319], [5.5229, -0.0756, 2.4295], [4.8239, 0.8780, 1.6539], [5.6138, 1.7938, 0.9266], [7.9516, 5.2115, 2.1751], [7.1729, 4.4012, 3.5490], [8.8274, 5.0322, 3.7083], [9.0457, 2.8782, 4.4935], [10.0823, 2.1127, 3.2770], [8.6090, 0.4333, 4.1634], [8.1882, 0.7686, 2.4771], [6.4861, 2.2995, 3.4510], [4.9388, 0.7284, 4.3070], [6.2377, -0.4487, 4.4072], [4.8463, -0.9285, 2.5336], [6.4032, -0.4332, 1.8808], [6.5662, 1.3502, 0.6206], [5.8169, 2.7093, 1.4922], [5.0533, 2.0695, 0.0331]],
  "atomic_forces_ev_per_a": [[-0.06, 0.22, -0.12], [-0.04, -0.36, 0.30], [-0.06, 0.09, 0.07], [0.13, 0.09, 0.04], [-0.17, -0.19, 0.08], [0.25, 0.12, -0.37], [-0.21, 0.01, 0.18], [0.16, -0.15, -0.03], [-0.07, -0.04, -0.02], [0.00, -0.13, 0.00], [-0.26, 0.11, 0.21], [0.53, -0.26, 0.00], [-0.15, 0.10, -0.06], [-0.40, 0.03, -0.20], [0.03, 0.17, -0.27], [0.14, 0.05, 0.32], [0.11, -0.04, 0.02], [0.06, -0.12, 0.01], [-0.11, -0.03, -0.06], [0.19, -0.01, -0.01], [-0.21, 0.18, -0.14], [-0.08, 0.04, -0.11], [0.05, -0.07, 0.05], [-0.05, 0.05, 0.09], [0.01, 0.10, -0.12], [-0.01, 0.08, -0.05], [-0.11, 0.06, 0.06], [0.06, -0.06, 0.09], [-0.04, 0.12, 0.06], [0.02, 0.15, -0.01], [0.09, -0.03, 0.03], [0.02, 0.00, -0.08], [0.13, 0.03, -0.09], [-0.13, 0.08, -0.06], [-0.01, -0.08, -0.01], [0.06, -0.06, 0.02], [0.02, 0.01, 0.11], [0.05, -0.11, 0.12], [0.00, -0.15, 0.00], [-0.06, -0.07, 0.07], [0.12, 0.06, -0.15], [-0.12, 0.00, 0.05], [0.06, -0.05, -0.13], [-0.11, -0.05, -0.03], [0.11, -0.03, 0.04], [-0.05, 0.12, -0.03], [0.00, -0.05, 0.01], [0.03, 0.00, -0.09], [0.00, 0.00, 0.00], [0.01, 0.02, 0.04], [0.02, -0.01, 0.00], [0.03, 0.04, -0.02], [0.02, -0.03, 0.04], [0.00, 0.01, 0.00], [-0.04, 0.04, 0.06], [0.04, -0.01, 0.02], [-0.01, 0.02, 0.00], [-0.02, 0.01, 0.01], [0.00, -0.01, -0.01], [0.02, -0.04, 0.04], [0.00, -0.01, 0.02], [-0.04, 0.01, 0.05], [0.00, 0.01, 0.00], [0.03, 0.00, -0.04], [-0.07, 0.03, 0.01], [0.11, -0.04, 0.02], [-0.12, 0.03, -0.03], [0.04, 0.02, -0.09], [-0.01, 0.06, 0.10], [-0.07, -0.18, 0.00], [0.11, 0.13, -0.01], [-0.08, -0.03, -0.03], [-0.01, -0.01, -0.01], [0.02, 0.00, 0.04], [-0.01, 0.01, 0.01], [-0.04, -0.02, 0.02], [0.00, 0.02, -0.01], [-0.01, -0.03, -0.01], [0.06, -0.03, 0.01], [-0.02, 0.00, 0.00], [0.00, -0.02, 0.00], [0.02, -0.01, 0.00], [-0.01, 0.01, -0.02], [0.04, 0.06, 0.02], [0.02, 0.01, 0.01], [0.07, -0.02, 0.01], [0.00, -0.01, 0.00]]
}